A cluster of 2 separate species, C4H12N2O in total at a distorted geometry. Source: OMol25; level of theory: wB97M-V/def2-TZVPD.

Computed properties:
Total energy (eV): -9369.5586
SMILES: CCC/N=C\N.O
E_LUMO (eV): 0.560
Spin multiplicity: 1
Energy above the lowest of the compared OMol25 structures with the same formula, charge and spin (eV): 1.6352

Geometry (Å):
C 0.8467 -2.1885 -0.6095
C 1.0493 -0.7431 -0.9782
C -0.2194 0.0961 -0.7248
N -0.0004 1.5068 -0.9551
C -1.0462 2.2170 -0.7798
N -2.3033 1.7488 -0.3600
H 0.2696 -2.3366 0.3108
H 0.2448 -2.5798 -1.4313
H 1.8131 -2.6977 -0.5075
H 1.7384 -0.2868 -0.2495
H 1.4319 -0.6228 -1.9909
H -0.6702 -0.1833 0.2480
H -1.0036 -0.3110 -1.3923
H -1.0883 3.2811 -0.9744
H -2.9821 2.4838 -0.2945
H -2.1411 1.1458 0.4342
O 1.7060 -0.4364 3.3693
H 1.2983 0.2622 2.8226
H 1.0563 -0.3555 4.0628

An isolated molecule of C4H12N2O at a distorted geometry. Source: OMol25; level of theory: wB97M-V/def2-TZVPD.

Computed properties:
Total energy (eV): -9369.3675
SMILES: C[C@@H](O)[C@@H](N)CN
E_LUMO (eV): 0.927
Spin multiplicity: 1
Energy above the lowest of the compared OMol25 structures with the same formula, charge and spin (eV): 1.8263

Geometry (Å):
C 0.0942 -2.1442 -0.0717
C 0.6630 -0.8599 0.4997
O 1.7815 -0.5595 -0.3731
C -0.3255 0.2824 0.7563
N 0.4797 1.4746 1.0418
C -1.4297 0.4401 -0.3360
N -1.1873 1.2906 -1.4583
H -0.2506 -1.9628 -1.0948
H 0.7945 -2.9793 -0.0606
H -0.8097 -2.5541 0.3916
H 1.1161 -1.2304 1.4302
H 2.3283 0.0941 0.0386
H -0.9077 -0.0382 1.6300
H 1.2673 1.6096 0.4581
H 0.3054 2.0960 1.8036
H -2.4275 0.5741 0.1510
H -1.5883 -0.5828 -0.6916
H -1.1999 2.2528 -1.1198
H -1.9784 1.2436 -2.0935

A structure of composition C4H12N2O at a distorted geometry. Source: OMol25; level of theory: wB97M-V/def2-TZVPD.

Computed properties:
Total energy (eV): -9368.4594
E_LUMO (eV): 0.883
Spin multiplicity: 1
Energy above the lowest of the compared OMol25 structures with the same formula, charge and spin (eV): 2.7344

Geometry (Å):
C 0.9166 -0.2167 -1.4909
C -1.1629 1.0214 -1.3799
N -0.0198 0.5039 -0.6373
H 0.5256 1.1788 0.2588
H 1.2046 0.4012 -2.3462
H -0.8391 1.7946 -2.0818
H 0.4855 -1.1524 -1.8650
H 1.8265 -0.4547 -0.9374
H -1.6610 0.2278 -1.9486
H -1.8930 1.4282 -0.6819
C 0.1254 -1.6128 1.1761
C -0.5074 -0.2385 1.0534
N 0.5104 0.9034 1.6469
O -1.6904 -0.0489 1.3188
H 0.0024 1.5303 2.2600
H 1.4068 0.6184 2.0246
H 1.2066 -1.6104 1.0342
H -0.1136 -2.0023 2.1663
H -0.3233 -2.2712 0.4301

An isolated molecule of C4H12N2O. Source: OMol25; level of theory: wB97M-V/def2-TZVPD.

Computed properties:
Total energy (eV): -9370.2747
SMILES: C[C@@](N)(CN)CO
E_LUMO (eV): 0.742
Spin multiplicity: 1
Energy above the lowest of the compared OMol25 structures with the same formula, charge and spin (eV): 0.9191

Geometry (Å):
C -1.3867 0.1097 -0.6189
C -0.0028 0.1005 0.0326
N -0.1803 -0.0805 1.4707
C 0.8511 -1.0877 -0.4730
N 0.3073 -2.3957 -0.1780
C 0.7313 1.4200 -0.3094
O 0.0738 2.5618 0.1858
H -1.8805 1.0583 -0.4181
H -1.2989 -0.0115 -1.6954
H -1.9981 -0.6927 -0.2139
H -0.8350 0.5977 1.8441
H 0.7049 0.0103 1.9585
H 0.9879 -1.0018 -1.5535
H 1.8387 -1.0329 -0.0024
H 0.0998 -2.4440 0.8151
H -0.5669 -2.5281 -0.6755
H 0.7742 1.5501 -1.3919
H 1.7618 1.3746 0.0764
H 0.0186 2.4918 1.1466

An isolated molecule of C4H12N2O at a distorted geometry. Source: OMol25; level of theory: wB97M-V/def2-TZVPD.

Computed properties:
Total energy (eV): -9368.6113
SMILES: C[C@H](CN)NCO
E_LUMO (eV): 0.997
Spin multiplicity: 1
Energy above the lowest of the compared OMol25 structures with the same formula, charge and spin (eV): 2.5825

Geometry (Å):
C 0.4154 0.2981 -1.8797
C 0.2357 0.0849 -0.3645
C -0.4156 -1.3984 -0.1513
N 0.3132 -2.6446 -0.4351
N -0.3326 1.2483 0.3548
C -0.3962 1.1988 1.8656
O 0.3051 2.2495 2.4310
H -0.5134 0.1449 -2.2920
H 0.5680 1.3813 -1.9623
H 1.2640 -0.2199 -2.4450
H 1.2301 -0.0170 0.0034
H -0.9096 -1.5221 0.7448
H -1.1021 -1.2461 -0.9225
H 0.5862 -2.7087 -1.4778
H 1.1590 -2.8287 0.1030
H -1.3116 1.3307 0.0057
H 0.1228 0.3798 2.2709
H -1.4323 1.2258 2.1720
H 0.2139 3.0435 1.9790

A cluster of 2 separate species, C4H12N2O in total at a distorted geometry. Source: OMol25; level of theory: wB97M-V/def2-TZVPD.

Computed properties:
Total energy (eV): -9368.1651
SMILES: C=C(N)CCN.O
E_LUMO (eV): 0.733
Spin multiplicity: 1
Energy above the lowest of the compared OMol25 structures with the same formula, charge and spin (eV): 3.0287

Geometry (Å):
C 0.0365 2.0142 0.7108
C 0.5332 0.7391 0.8798
N -0.1702 -0.1056 1.7278
C 1.6993 0.2133 0.1392
C 1.4678 0.1762 -1.4000
N 0.1410 -0.4480 -1.4484
H -0.9609 2.4501 0.7262
H 0.8121 2.8024 0.4339
H 0.2949 -0.8149 2.2723
H -0.8850 0.3459 2.3049
H 2.4869 0.9906 0.4024
H 1.8962 -0.7702 0.5353
H 1.4995 1.0332 -2.0374
H 2.1786 -0.5643 -1.7830
H -0.3888 -0.2681 -2.3076
H -0.4870 -0.7241 -0.7034
O -2.8182 -1.9839 -0.4075
H -3.1586 -1.0763 -0.5026
H -3.2830 -2.1956 0.4545

An isolated molecule of C4H12N2O at a distorted geometry. Source: OMol25; level of theory: wB97M-V/def2-TZVPD.

Computed properties:
Total energy (eV): -9368.5220
SMILES: C[C@H](CN)NCO
E_LUMO (eV): 0.830
Spin multiplicity: 1
Energy above the lowest of the compared OMol25 structures with the same formula, charge and spin (eV): 2.6718

Geometry (Å):
C 0.7938 1.1618 -0.6165
C 0.3775 -0.3380 -0.3579
C -0.3554 -0.7773 -1.5993
N 0.1922 -0.5418 -2.9479
N -0.5428 -0.5412 0.7971
C 0.0510 -0.1674 2.1079
O -0.6109 0.8725 2.7392
H -0.0292 1.7867 -0.8862
H 1.2930 1.5449 0.1503
H 1.5600 1.3115 -1.4389
H 1.2432 -0.8763 -0.0462
H -0.5993 -1.8762 -1.5316
H -1.3659 -0.5173 -1.7288
H 0.1791 0.4167 -3.0869
H 0.9741 -1.1184 -3.1969
H -1.4999 -0.1359 0.5940
H 1.1509 0.0024 2.1255
H -0.3257 -0.9394 2.7636
H -0.4402 1.7275 2.2196

A cluster of 2 separate species, C4H12N2O in total at a distorted geometry. Source: OMol25; level of theory: wB97M-V/def2-TZVPD.

Computed properties:
Total energy (eV): -9368.6741
SMILES: C=CNC.NCO
E_LUMO (eV): 0.786
Spin multiplicity: 1
Energy above the lowest of the compared OMol25 structures with the same formula, charge and spin (eV): 2.5197

Geometry (Å):
C -0.7294 2.2301 -2.4127
C -1.7032 1.8550 -1.5375
N -1.5074 1.1545 -0.3112
C -2.4546 0.1372 -0.1104
H 0.3135 2.2198 -2.0524
H -0.9812 2.5372 -3.4601
H -2.7473 1.9595 -1.8172
H -0.5316 0.9193 0.0242
H -2.3550 -0.2448 0.9194
H -3.4413 0.6262 -0.1410
H -2.4880 -0.6835 -0.8496
N 1.0623 -1.4698 2.1259
C 1.7103 -1.4682 0.8417
O 3.1359 -1.7653 0.9931
H 1.2593 -2.3821 2.5602
H 1.5204 -0.7898 2.7361
H 1.3380 -2.2522 0.1644
H 1.5548 -0.4820 0.3951
H 3.6488 -1.6240 0.1864

Question: The highest E_LUMO belongs to which entry?
Answer: number 5

Question: Among the records above, which one has the highest E_LUMO?
Answer: number 5

Question: Which formula does entry 2 have?
Answer: C4H12N2O